# 1
{"formula": "C20H15N4O5STi", "method": "ωB97M-V with the def2-TZVPD basis set", "species": ["Ti", "O", "C", "O", "C", "O", "O", "S", "C", "C", "C", "C", "C", "C", "N", "C", "C", "C", "C", "C", "C", "C", "H", "H", "H", "H", "H", "H", "H", "H", "C", "N", "C", "C", "C", "N", "C", "O", "N", "H", "H", "H", "H", "H", "H", "H"], "positions_angstrom": [[1.19643, -0.08821, -0.96879], [4.47458, 2.18041, -0.74938], [3.44501, 1.58615, -0.95126], [3.15255, 0.36007, -0.63293], [2.19640, 2.27902, -1.60026], [1.92256, 3.45039, -1.40253], [1.42870, 1.42675, -2.22481], [-3.04818, -1.72610, -1.30587], [-3.29337, -0.01670, -1.08958], [-4.48345, 0.69216, -0.95915], [-4.40728, 2.06556, -0.83161], [-3.17319, 2.72467, -0.84245], [-1.99069, 2.02468, -0.96673], [-2.05900, 0.63752, -1.07941], [-0.97394, -0.21263, -1.21074], [-1.33510, -1.46212, -1.34804], [-0.33945, -2.50234, -1.62932], [-0.72251, -3.83621, -1.76688], [0.23054, -4.76926, -2.12890], [1.54491, -4.35602, -2.34036], [1.90997, -3.02861, -2.16197], [0.98138, -2.04954, -1.80214], [-5.43856, 0.18534, -0.96731], [-5.31814, 2.64111, -0.73665], [-3.14699, 3.80341, -0.76492], [-1.03436, 2.52777, -1.01393], [-1.74832, -4.14755, -1.60248], [-0.04058, -5.80959, -2.24979], [2.29056, -5.08575, -2.63157], [2.94915, -2.75038, -2.30135], [1.15698, -1.48220, 3.65850], [0.95910, -0.16950, 3.04917], [0.79657, 0.96687, 3.78390], [0.67377, 2.17593, 3.20476], [0.74532, 2.23562, 1.76905], [0.82164, 1.11013, 1.06596], [0.95254, -0.08242, 1.68458], [1.07327, -1.09929, 0.97423], [0.76451, 3.40477, 1.13817], [1.01232, -1.38941, 4.73145], [2.16249, -1.84029, 3.44677], [0.43730, -2.18541, 3.24678], [0.79125, 0.83555, 4.85651], [0.57234, 3.07059, 3.79765], [0.81897, 4.24613, 1.68489], [1.09199, 3.45896, 0.16875]], "lowdin_charge": [1.141, 0.096, -0.563, -0.120, -0.536, 0.049, -0.115, 1.138, -0.451, -0.087, -0.086, -0.072, -0.002, -0.279, 0.004, -0.504, -0.268, -0.062, -0.084, -0.082, -0.095, -0.138, 0.108, 0.104, 0.106, 0.104, 0.091, 0.101, 0.101, 0.100, 0.015, -0.029, -0.023, 0.021, -0.324, 0.160, -0.478, -0.007, 0.218, 0.093, 0.108, 0.102, 0.135, 0.115, 0.123, 0.074], "multiplicity": 2, "gap_ha": [0.2725, 0.3046], "homo_ha": [-0.2771, -0.3137], "total_charge": 0}

# 2
{"formula": "C10H12N2O", "method": "ωB97M-V with the def2-TZVPD basis set", "species": ["C", "C", "C", "C", "C", "C", "C", "C", "C", "C", "H", "H", "H", "H", "H", "H", "H", "H", "H", "H", "H", "H", "N", "N", "O"], "positions_angstrom": [[-2.89093, -0.09588, 0.23693], [-1.61593, -0.86287, 0.33767], [-1.51405, -1.59639, 1.53775], [-0.33013, -1.89073, 2.03032], [0.96275, -1.58318, 1.37435], [0.80784, -0.49278, 0.40963], [2.23951, 0.10281, 0.12944], [2.41809, 0.80909, -1.22535], [0.90654, 1.46096, -1.23003], [-0.43258, -0.23611, -0.08522], [-3.44219, -0.04663, -0.93509], [-3.71217, -0.02452, 1.06971], [-2.74415, 1.01578, 0.04109], [-2.58921, -1.64348, 1.83810], [-0.07949, -2.27025, 3.04219], [1.84230, -1.51676, 2.09396], [2.32178, 0.78617, 0.92700], [3.10696, -0.48642, 0.32164], [2.99985, 0.10031, -2.04970], [3.13734, 1.60019, -1.08487], [0.74805, 2.24245, -0.47154], [0.77987, 1.85914, -2.14709], [-0.20366, 0.66095, -1.09199], [-1.33880, 0.66940, -2.05712], [-1.37757, 1.43875, -3.01178]], "lowdin_charge": [-0.115, -0.198, -0.095, -0.104, 0.012, -0.125, -0.181, -0.099, -0.149, -0.192, 0.137, 0.105, 0.067, 0.121, 0.105, 0.122, 0.097, 0.097, 0.165, 0.080, 0.154, 0.066, -0.074, 0.020, -0.015], "multiplicity": 1, "gap_ha": 0.3004, "homo_ha": -0.3001, "total_charge": 0, "smiles": "Cc1cccc2c1N(N=O)CCC2"}

# 3
{"formula": "C47H46BiN3O6Si", "method": "ωB97M-V with the def2-TZVPD basis set", "species": ["Bi", "O", "C", "O", "C", "O", "C", "C", "O", "O", "H", "H", "H", "H", "H", "C", "C", "C", "C", "C", "C", "C", "C", "C", "C", "C", "C", "C", "C", "C", "N", "H", "H", "H", "H", "H", "H", "H", "H", "H", "H", "C", "Si", "C", "N", "C", "C", "C", "C", "C", "C", "C", "C", "C", "C", "C", "C", "C", "C", "C", "C", "C", "H", "H", "H", "H", "H", "H", "H", "H", "H", "H", "H", "H", "H", "H", "H", "H", "H", "H", "H", "H", "H", "H", "H", "H", "C", "C", "O", "H", "H", "H", "N", "C", "C", "C", "C", "C", "C", "C", "H", "H", "H", "H"], "positions_angstrom": [[0.47907, 1.06618, 0.94431], [-2.92087, 2.48356, -2.44827], [-2.40554, 1.57432, -1.46970], [-1.06389, 1.28943, -1.74664], [-2.59425, 2.19249, -0.08011], [-1.69387, 3.26635, 0.08036], [-1.85126, 3.98378, 1.28111], [-1.39763, 3.32497, 2.60773], [-1.88907, 3.81226, 3.62835], [-0.52865, 2.38189, 2.59614], [-2.14231, 2.86988, -2.86344], [-3.63180, 2.54727, 0.00228], [-2.42624, 1.42664, 0.68779], [-1.24991, 4.88886, 1.16593], [-2.89355, 4.29361, 1.42285], [2.49804, 3.07079, 4.95295], [1.69202, 2.56090, 5.96432], [1.12785, 1.31181, 5.78912], [1.34195, 0.56323, 4.63315], [2.19019, 1.05700, 3.61175], [2.75439, 2.33178, 3.81839], [0.54559, -0.67745, 4.52348], [0.63927, -1.65244, 5.56105], [-0.17789, -2.73909, 5.54979], [-1.14272, -2.87007, 4.52269], [-2.05389, -3.94170, 4.44576], [-2.97288, -4.00455, 3.43070], [-3.01898, -2.98323, 2.46237], [-2.14902, -1.92874, 2.51572], [-1.17152, -1.84827, 3.53763], [-0.32472, -0.79601, 3.54728], [2.94364, 4.05349, 5.06446], [1.47616, 3.14592, 6.84907], [0.44309, 0.92203, 6.53415], [3.40274, 2.76138, 3.06675], [1.39482, -1.52790, 6.32484], [-0.11345, -3.50826, 6.31272], [-2.01593, -4.71325, 5.20838], [-3.66621, -4.83509, 3.37444], [-3.74992, -3.03986, 1.66402], [-2.18191, -1.12493, 1.79090], [-3.02644, 0.19138, -1.63768], [-1.31926, -0.34565, -2.45079], [0.60111, -0.69996, -2.22988], [1.11187, -0.93308, -0.86236], [2.57226, -1.04896, -0.78386], [3.12476, -2.31848, -1.44139], [2.50236, -3.53880, -0.75947], [0.97700, -3.43761, -0.80293], [0.51491, -2.10215, -0.21033], [-1.42164, 0.14971, -4.30548], [-2.41177, -0.34032, -5.15834], [-2.48214, 0.03726, -6.49220], [-1.55091, 0.92556, -7.01347], [-0.56894, 1.44468, -6.18146], [-0.51541, 1.06316, -4.84674], [-1.79342, -2.26142, -2.67388], [-1.25645, -3.02030, -3.72072], [-1.63225, -4.33504, -3.95922], [-2.56876, -4.95237, -3.14041], [-3.11130, -4.23457, -2.08412], [-2.72634, -2.91673, -1.86668], [-3.24958, -0.25089, -0.66044], [-3.94090, 0.19542, -2.23400], [1.13632, 0.17205, -2.61893], [0.86348, -1.53725, -2.89475], [2.82920, -1.08634, 0.27897], [3.02512, -0.15580, -1.22452], [4.21397, -2.33032, -1.34018], [2.89227, -2.32828, -2.51058], [2.82950, -3.55809, 0.28592], [2.84580, -4.46368, -1.23374], [0.51958, -4.25277, -0.23567], [0.62304, -3.52087, -1.83333], [0.78348, -2.06561, 0.85234], [-0.56957, -2.02840, -0.30293], [-3.14576, -1.03690, -4.76582], [-3.26586, -0.36078, -7.12831], [-1.59365, 1.21747, -8.05701], [0.14943, 2.15612, -6.57479], [0.23820, 1.50126, -4.19926], [-0.53014, -2.55811, -4.38389], [-1.19880, -4.88107, -4.79139], [-2.87172, -5.97701, -3.32448], [-3.84701, -4.69949, -1.43547], [-3.17365, -2.37541, -1.03811], [3.91001, 0.71143, 1.78698], [2.67787, 0.17124, 2.53150], [2.55779, -1.08196, 2.60555], [4.27096, -0.05739, 1.10733], [4.70152, 0.90386, 2.52350], [3.71920, 1.62675, 1.22839], [3.73625, 7.27819, -2.05872], [3.26398, 6.32800, -1.60658], [2.68731, 5.15697, -1.04647], [2.60572, 3.97454, -1.79414], [2.02629, 2.84712, -1.25014], [1.49789, 2.83758, 0.04884], [1.61493, 4.02289, 0.79236], [2.18832, 5.16076, 0.26337], [2.99715, 3.96964, -2.80504], [1.96047, 1.95144, -1.85811], [1.24429, 4.03745, 1.81047], [2.25716, 6.07099, 0.84815]], "lowdin_charge": [1.769, 0.004, -0.650, -0.230, -0.184, -0.162, -0.143, -0.649, -0.010, -0.244, 0.093, 0.136, 0.086, 0.122, 0.119, -0.098, -0.103, -0.045, -0.129, -0.186, -0.062, -0.223, -0.006, -0.022, -0.166, -0.060, -0.105, -0.088, -0.009, -0.205, 0.180, 0.094, 0.087, 0.110, 0.096, 0.112, 0.106, 0.101, 0.090, 0.094, 0.096, -0.087, 0.516, -0.196, -0.289, -0.221, -0.178, -0.198, -0.164, -0.218, -0.192, -0.095, -0.109, -0.127, -0.108, -0.091, -0.235, -0.134, -0.112, -0.127, -0.109, -0.110, 0.058, 0.081, 0.058, 0.066, 0.072, 0.113, 0.103, 0.100, 0.113, 0.098, 0.112, 0.093, 0.106, 0.092, 0.103, 0.088, 0.084, 0.090, 0.093, 0.100, 0.089, 0.084, 0.088, 0.077, -0.078, -0.594, -0.107, 0.058, 0.078, 0.052, 0.109, -0.223, -0.263, -0.047, -0.119, -0.359, -0.131, -0.043, 0.107, 0.071, 0.089, 0.109], "multiplicity": 1, "gap_ha": 0.1694, "homo_ha": -0.0164, "total_charge": -2}

# 4
{"formula": "C25H32N4O3", "method": "ωB97M-V with the def2-TZVPD basis set", "species": ["C", "N", "C", "C", "C", "C", "C", "C", "H", "H", "C", "C", "N", "C", "O", "C", "C", "C", "C", "C", "C", "H", "H", "H", "H", "H", "H", "C", "O", "N", "H", "C", "H", "H", "C", "H", "H", "C", "N", "C", "H", "H", "C", "H", "O", "C", "H", "C", "H", "H", "H", "H", "H", "H", "H", "H", "H", "C", "H", "H", "H", "H", "H", "H"], "positions_angstrom": [[5.60994, -4.12824, -1.66716], [4.79208, -4.77013, -0.66759], [3.72417, -4.10673, -0.12357], [3.31654, -2.85112, -0.59981], [2.21080, -2.21067, -0.08498], [1.44797, -2.77655, 0.94230], [1.88766, -4.00384, 1.45223], [2.98008, -4.65692, 0.93439], [3.26132, -5.60383, 1.36428], [1.33913, -4.45562, 2.26583], [0.27158, -2.16311, 1.51846], [-0.63410, -1.35703, 0.92529], [-0.53799, -1.12851, -0.46350], [-0.73721, -0.04062, -1.24352], [-1.21689, 1.01949, -0.85923], [-0.29659, -0.21665, -2.65599], [-0.28403, -1.44871, -3.30529], [0.13823, -1.53290, -4.61972], [0.55429, -0.39735, -5.29576], [0.53132, 0.83286, -4.65960], [0.10118, 0.92362, -3.34962], [0.06769, 1.87468, -2.83973], [0.84496, 1.72164, -5.18628], [0.88680, -0.47153, -6.32047], [0.13879, -2.48992, -5.12033], [-0.63330, -2.34220, -2.80662], [-0.01455, -1.87471, -0.90835], [-1.77971, -0.89713, 1.77622], [-1.93292, -1.36494, 2.89424], [-2.62753, -0.01317, 1.21997], [-2.31162, 0.50341, 0.40293], [-3.69298, 0.58957, 1.98598], [-3.80597, -0.00592, 2.89541], [-4.61943, 0.53641, 1.40395], [-3.38437, 2.04534, 2.34266], [-2.37705, 2.09052, 2.76056], [-4.08709, 2.37697, 3.10914], [-3.48355, 2.96613, 1.11398], [-2.98165, 4.31399, 1.27835], [-3.62654, 5.09230, 2.31717], [-4.70958, 5.02140, 2.19618], [-3.35504, 4.74637, 3.32968], [-3.18559, 6.54980, 2.16377], [-3.60112, 7.16921, 2.96082], [-1.78563, 6.67576, 2.25603], [-1.15021, 5.88439, 1.27728], [-0.07736, 6.01973, 1.42591], [-1.54098, 4.41212, 1.41331], [-1.07066, 3.82623, 0.62178], [-1.18441, 4.04483, 2.39139], [-1.43099, 6.23916, 0.27417], [-3.52881, 6.92632, 1.18812], [-2.92593, 2.53214, 0.28098], [-4.53392, 3.04585, 0.81370], [0.05842, -2.41180, 2.54985], [1.98242, -1.21965, -0.45048], [3.87440, -2.35218, -1.37511], [5.30545, -5.95706, -0.02732], [6.16561, -6.32430, -0.58176], [5.61941, -5.76157, 1.00410], [4.54962, -6.74622, -0.01899], [5.00310, -3.84113, -2.52879], [6.37085, -4.82402, -2.01283], [6.11147, -3.23427, -1.27801]], "lowdin_charge": [-0.070, -0.196, -0.233, -0.018, -0.039, -0.222, -0.027, -0.019, 0.094, 0.118, 0.031, -0.113, 0.141, -0.402, 0.042, -0.135, -0.031, -0.076, -0.080, -0.070, -0.014, 0.118, 0.105, 0.104, 0.105, 0.115, 0.113, -0.441, 0.044, 0.083, 0.076, -0.175, 0.116, 0.122, -0.156, 0.115, 0.109, -0.194, -0.181, -0.175, 0.127, 0.126, -0.201, 0.123, -0.135, -0.199, 0.123, -0.168, 0.125, 0.125, 0.125, 0.125, 0.102, 0.124, 0.123, 0.117, 0.095, -0.068, 0.081, 0.095, 0.088, 0.088, 0.081, 0.095], "multiplicity": 1, "gap_ha": 0.2848, "homo_ha": -0.2777, "total_charge": 0, "smiles": "CN(C)c1ccc(/C=C(\\NC(=O)c2ccccc2)C(=O)NCCCN2CCOCC2)cc1"}

# 5
{"formula": "C12H13NO2S2", "method": "ωB97M-V with the def2-TZVPD basis set", "species": ["C", "C", "O", "C", "O", "N", "H", "H", "H", "H", "C", "C", "C", "C", "C", "S", "C", "C", "S", "C", "C", "H", "H", "H", "H", "H", "H", "H", "H", "H"], "positions_angstrom": [[-1.96166, 1.74519, 0.00019], [-1.65064, 3.29252, 0.07746], [-0.20183, 3.39123, 0.11584], [0.33069, 2.13526, 0.01861], [1.52180, 1.93128, -0.00572], [-0.64137, 1.14788, -0.05832], [-2.57024, 1.53804, 0.91900], [-2.55294, 1.57041, -0.88728], [-2.02920, 3.76661, -0.80636], [-2.06401, 3.74586, 0.95931], [1.11302, -1.35251, 3.38272], [2.03735, -0.65290, 2.58796], [1.79483, -0.52332, 1.20167], [0.57956, -0.90112, 0.68402], [0.06310, -0.32427, -0.63987], [-1.13040, -1.27842, -1.44652], [-0.54457, -1.49453, -3.11363], [0.96062, -1.29875, -3.20476], [1.46785, -0.25079, -1.82867], [-0.26155, -1.72437, 1.41612], [-0.00251, -1.92028, 2.79192], [1.28420, -1.43407, 4.45837], [2.90915, -0.16636, 3.02705], [2.57631, -0.06511, 0.60080], [-0.83555, -2.46771, -3.49136], [-1.05189, -0.71381, -3.71038], [1.49101, -2.27149, -3.29253], [1.22686, -0.73065, -4.12194], [-1.13607, -2.20676, 0.96648], [-0.72192, -2.48710, 3.39983]], "lowdin_charge": [-0.131, -0.096, 0.035, -0.551, 0.045, 0.027, 0.126, 0.099, 0.109, 0.112, -0.101, -0.050, -0.074, -0.309, -0.759, 0.945, -0.525, -0.517, 0.969, -0.066, -0.086, 0.101, 0.106, 0.089, 0.076, 0.078, 0.087, 0.078, 0.080, 0.104], "multiplicity": 1, "gap_ha": 0.3345, "homo_ha": -0.3189, "total_charge": 0}

# 6
{"formula": "C5H6N", "method": "ωB97M-V with the def2-TZVPD basis set", "species": ["C", "C", "C", "C", "C", "N", "H", "H", "H", "H", "H", "H"], "positions_angstrom": [[0.19723, 1.25871, 0.58243], [1.23259, 0.63211, 0.44591], [-1.21086, 1.25755, 0.40134], [2.31743, -0.13282, -0.04290], [-2.01682, -1.03303, -0.37970], [-1.63658, 0.15652, -0.12833], [-1.93254, 1.89074, 0.72682], [1.88517, -0.31225, -1.01944], [3.24736, 0.38472, -0.18946], [-2.32404, -1.33294, -1.35480], [-2.24501, -1.73566, 0.38990], [2.48607, -1.03365, 0.56823]], "lowdin_charge": [0.057, -0.018, 0.022, -0.034, 0.184, 0.117, 0.117, 0.109, 0.101, 0.110, 0.116, 0.119], "multiplicity": 1, "gap_ha": 0.3464, "homo_ha": -0.5474, "total_charge": 1, "smiles": "C=[N+]=CC#CC"}

Which energy above the lowest of the compared OMol25 structures with the same formula, charge and spin belongs to each record? In order, 0.00, 192.54, 0.00, 68.55, 55.98, 90.83 kcal/mol.
Which calculated total energy belongs to each record? In order, -2614.23191, -572.72940, -2938.48878, -1416.59262, -1466.62643, -248.47095 Eh.
Which largest force on an atom belongs to each record? In order, 0.7, 8.0, 0.8, 0.9, 2.6, 5.0 eV/A.